# 1
11
Properties=species:S:1:pos:R:3:forces:R:3 method="wB97M-V/def2-TZVPD" e_above_lowest_kcal_mol=72.54 e_homo_ha=-0.3512 energy_ha=-322.4587 max_force_ev_per_a=0.62 lumo_ev=1.0 gap_ev=10.56 total_charge=0 multiplicity=1
N -0.37161 0.01055 -1.19000 -0.02 0.22 0.02
C 0.64933 -0.49841 -0.26294 0.28 -0.19 0.16
C 0.98848 0.60319 0.73391 0.31 0.07 -0.03
O -0.40348 0.70438 1.14939 -0.20 0.25 -0.17
C -0.74401 -0.24047 0.17639 0.05 -0.01 -0.38
O -1.90411 -0.90261 0.34953 -0.01 -0.27 -0.07
H -0.26666 0.96980 -1.50701 0.12 0.11 0.23
H -2.13338 -1.07928 -0.57605 -0.47 -0.23 0.33
H 1.20565 -1.40574 -0.46594 -0.01 0.21 -0.13
H 1.65859 0.28564 1.53640 -0.27 0.09 0.06
H 1.28909 1.57383 0.32414 0.23 -0.25 -0.03

***

# 2
14
Properties=species:S:1:pos:R:3:forces:R:3 method="wB97M-V/def2-TZVPD" e_above_lowest_kcal_mol=98.43 e_homo_ha=-0.2720 energy_ha=-324.5676 max_force_ev_per_a=0.79 lumo_ev=0.2 gap_ev=7.61 total_charge=0 multiplicity=1
C -0.93492 1.34265 1.19103 -0.26 -0.22 0.03
C -0.75851 -0.96151 -1.03299 0.71 -0.22 0.27
C -0.05279 -2.12035 -1.16361 -0.16 -0.23 -0.11
O 1.26891 -2.09201 -0.67412 -0.21 0.07 -0.05
C 1.44701 -0.85105 -0.18571 -0.33 0.14 -0.06
C 0.26124 -0.20058 -0.39140 0.07 0.33 0.20
N -0.08000 1.20403 -0.02411 0.42 -0.05 -0.17
H -1.50816 0.41746 1.26221 0.01 0.17 0.02
H -1.60571 2.19234 1.05469 0.13 -0.06 0.14
H -0.30215 1.47622 2.07184 -0.10 -0.07 -0.22
H -0.30792 -3.09263 -1.57194 0.13 0.20 0.06
H 2.42780 -0.62104 0.22777 -0.42 0.01 -0.12
H -0.60260 1.51835 -0.84897 0.02 -0.02 0.20
H 0.74779 1.78814 0.08529 0.01 -0.04 -0.20

***

# 3
13
Properties=species:S:1:pos:R:3:forces:R:3 method="wB97M-V/def2-TZVPD" e_above_lowest_kcal_mol=154.58 e_homo_ha=-0.3034 energy_ha=-249.2269 max_force_ev_per_a=0.39 lumo_ev=0.2 gap_ev=8.43 total_charge=0 multiplicity=1
C 0.11728 1.24396 0.01736 -0.03 0.04 0.06
C -0.67111 0.38715 -0.99271 -0.01 -0.05 -0.25
C -0.21024 -0.92581 -0.88251 -0.15 0.10 0.01
C 0.17726 -1.19835 0.47499 -0.25 -0.23 -0.19
N 1.13446 -0.49639 1.43496 0.11 0.22 0.11
C -0.02983 0.17491 1.05711 0.27 0.10 0.11
H -0.41471 2.16105 0.27625 0.13 -0.13 -0.06
H 1.15119 1.48575 -0.28716 -0.11 -0.15 0.00
H -1.06088 0.79634 -1.92365 -0.04 -0.06 0.17
H -0.51882 -1.72514 -1.55229 0.06 0.13 0.08
H -0.20840 -2.09982 0.94154 0.10 0.11 -0.13
H 1.95778 -0.08201 0.98773 -0.07 0.00 0.18
H -1.45112 0.29911 0.39426 0.00 -0.07 -0.09

***

# 4
11
Properties=species:S:1:pos:R:3:forces:R:3 method="wB97M-V/def2-TZVPD" e_above_lowest_kcal_mol=44.34 e_homo_ha=-0.3484 energy_ha=-890.3791 max_force_ev_per_a=3.03 lumo_ev=-0.2 gap_ev=9.32 total_charge=0 multiplicity=1
C 1.31981 -0.07950 0.79984 2.23 -1.32 1.57
C 0.89777 1.64715 -0.77605 -0.37 1.41 -0.33
C -1.07319 -0.87717 -0.39705 0.21 -0.07 1.01
N 1.44582 1.01078 0.08026 0.91 0.91 -0.62
N 0.29682 -0.79789 0.78465 -1.14 -1.49 1.65
N -1.74788 0.09610 0.00112 -1.82 2.24 0.10
O 0.56625 2.46046 -1.51576 -0.42 -0.07 -0.64
O -0.85181 -1.86845 -0.95431 -0.03 -2.00 -1.97
Cl -3.33310 0.28842 -0.82836 1.32 -0.43 0.38
H 2.29100 -0.28190 1.35308 -1.54 -0.16 -0.17
H 0.18850 -1.59801 1.45257 0.65 0.97 -0.99

***

# 5
31
Properties=species:S:1:pos:R:3:forces:R:3 method="wB97M-V/def2-TZVPD" e_above_lowest_kcal_mol=0.00 e_homo_ha=-0.6409 energy_ha=-612.4032 max_force_ev_per_a=1.27 lumo_ev=-7.2 gap_ev=10.24 total_charge=+2 multiplicity=1
C 2.29117 1.72607 0.54937 0.74 0.00 -0.46
O 3.54291 1.26775 0.04729 -0.27 -0.08 0.04
C 1.24150 0.77684 0.00810 0.13 -1.12 0.59
C -0.11942 0.99114 0.68399 0.86 0.72 -0.56
C -1.16258 -0.00023 0.22328 -0.24 -0.15 0.51
C -3.47070 -0.34227 0.88198 -1.00 -0.40 0.38
N -2.53714 0.43388 0.55481 1.04 0.26 -0.52
N 1.80734 -0.65356 0.27900 0.12 0.34 0.20
H 2.07274 2.73635 0.21735 -0.11 0.16 0.08
H 2.33030 1.69353 1.64300 -0.20 0.09 -0.01
H 4.06597 1.97468 -0.34353 0.00 0.06 0.10
H 1.20889 0.78717 -1.07718 -0.22 0.46 -0.07
H -0.34197 2.03406 0.43481 -0.43 -0.11 -0.16
H 0.02059 1.00722 1.76068 -0.11 -0.30 0.26
H -0.99107 -0.94463 0.73145 -0.20 -0.21 -0.28
H -1.12509 -0.16566 -0.85159 -0.02 0.03 -0.07
H -4.46090 0.05349 1.06657 -0.05 0.20 -0.08
H -3.36155 -1.41845 0.99573 0.44 0.14 -0.02
H -2.71131 1.43963 0.35316 -0.31 -0.03 -0.08
H 2.72293 -0.56489 0.74353 -0.13 -0.02 -0.22
H 1.19450 -1.23097 0.85715 -0.04 -0.19 -0.14
H 1.96977 -1.17272 -0.59272 -0.04 0.08 0.21
H 0.41345 -2.93064 -1.03430 -0.07 -0.42 0.12
H -0.48558 -3.65444 0.00231 0.22 0.16 -0.07
O -0.03116 -2.81729 -0.17074 -0.11 0.11 0.03
H -3.41378 3.47688 -1.03995 0.20 -0.18 0.05
H -3.60053 3.32310 0.46761 0.18 0.29 -0.19
O -3.01512 3.05887 -0.26028 -0.43 -0.05 0.39
H 1.82734 -3.46324 -3.13492 -0.07 0.01 -0.01
H 2.38830 -4.01902 -1.81884 -0.23 0.11 -0.13
O 1.73019 -3.40268 -2.17714 0.37 0.04 0.14

***

# 6
81
Properties=species:S:1:pos:R:3:forces:R:3 method="wB97M-V/def2-TZVPD" e_above_lowest_kcal_mol=32.85 e_homo_ha="-0.2083 / -0.2130" energy_ha=-2906.8916 s_squared=6.0397 max_force_ev_per_a=0.86 lumo_ev="0.5 / 0.5" gap_ev="6.18 / 6.30" total_charge=0 multiplicity=5
Fe 0.35898 -0.15959 -0.15945 -0.42 -0.37 0.66
C 0.55832 -0.57112 3.44419 0.13 0.04 -0.18
C 1.62103 -1.44705 2.78350 -0.21 0.03 0.14
N 1.30514 -1.73016 1.38060 -0.07 0.15 -0.38
C 0.60623 -3.00231 1.20502 0.03 -0.09 -0.03
C -0.02716 -3.09271 -0.16949 -0.03 -0.08 0.00
N -1.03332 -2.03821 -0.30726 0.31 0.16 0.43
C -2.20940 -2.42717 -1.08008 -0.10 0.25 -0.27
C -3.35252 -1.42213 -0.94610 0.13 -0.04 0.22
C -3.88018 -1.22626 0.47924 0.10 0.01 -0.14
N -2.88447 -0.65569 1.39012 0.02 0.03 0.07
C -2.56704 0.74045 1.09110 0.01 -0.04 0.12
C -1.63753 1.33853 2.14289 -0.02 -0.09 -0.18
N -0.22108 1.12354 1.81214 -0.04 -0.05 -0.18
C 0.63412 0.88593 2.97285 -0.07 -0.18 0.13
H 0.68740 -0.62127 4.52755 -0.03 -0.01 0.00
H -0.42953 -0.97349 3.19834 -0.05 -0.01 0.14
H 1.72836 -2.38510 3.34478 0.06 0.01 -0.04
H 2.57412 -0.92241 2.84316 0.10 -0.03 -0.07
H 2.14463 -1.74421 0.81458 0.10 -0.01 0.01
H -0.18549 -3.05751 1.95867 0.01 -0.02 0.01
H 1.27130 -3.86123 1.37027 0.00 0.02 0.03
H -0.46517 -4.09316 -0.28648 -0.04 0.02 0.01
H 0.73810 -2.97309 -0.94317 0.00 -0.07 -0.02
H -1.37337 -1.78456 0.62235 -0.05 -0.04 0.00
H -2.56725 -3.42061 -0.76745 0.05 -0.01 0.02
H -1.93496 -2.49607 -2.13631 0.02 -0.08 0.02
H -4.18889 -1.78403 -1.54718 0.02 0.05 -0.09
H -3.04197 -0.46200 -1.36275 -0.01 -0.01 -0.05
H -4.18620 -2.19437 0.88508 -0.02 0.01 0.00
H -4.77452 -0.58663 0.42720 -0.02 -0.05 0.00
H -3.23855 -0.70927 2.33822 -0.03 -0.01 0.00
H -3.48396 1.34308 1.00764 0.01 0.02 -0.03
H -2.04681 0.77907 0.12997 -0.10 0.12 -0.05
H -1.85100 0.87471 3.11036 0.00 0.05 0.03
H -1.85463 2.40616 2.23913 0.05 0.01 0.08
H 0.11901 1.94148 1.31435 0.04 0.02 -0.04
H 0.38044 1.55869 3.80321 -0.01 0.04 -0.04
H 1.66038 1.11286 2.67654 -0.02 0.05 0.01
C 2.98054 8.52551 0.81285 -0.02 -0.13 -0.06
C 2.49249 7.13786 0.48194 0.02 0.02 0.04
C 2.89831 6.03704 1.22005 -0.10 0.08 -0.12
C 2.45211 4.74824 0.91062 -0.04 -0.35 0.12
C 2.87479 3.60828 1.80643 0.00 0.11 -0.04
C 1.59730 4.57236 -0.16336 0.23 0.68 0.33
Te 0.95219 1.91872 -1.49896 -0.19 0.54 -0.28
C 1.16984 5.65849 -0.91721 -0.23 -0.19 -0.32
C 0.22680 5.48517 -2.08321 0.08 -0.08 0.06
C 1.62239 6.93186 -0.58540 0.08 -0.04 0.12
H 3.45498 8.54807 1.79360 0.00 0.04 0.00
H 2.15277 9.23598 0.81087 0.03 0.04 0.02
H 3.71143 8.86401 0.07517 0.00 0.04 0.02
H 3.57012 6.17574 2.06256 0.00 -0.01 0.00
H 3.89427 3.75770 2.16765 -0.01 -0.03 0.01
H 2.83154 2.66358 1.27441 -0.01 -0.15 -0.09
H 2.21983 3.55303 2.68197 0.01 -0.03 -0.02
H -0.72211 5.05909 -1.75148 -0.01 0.01 -0.03
H 0.65086 4.79579 -2.81548 -0.03 0.02 -0.02
H 0.03170 6.43983 -2.57138 -0.03 0.00 -0.01
H 1.29132 7.78544 -1.17019 -0.02 -0.02 -0.02
C 6.05558 0.37448 -1.19963 -0.16 0.08 0.03
C 4.73275 -0.10436 -0.61744 0.11 -0.24 0.07
C 4.98549 -0.61661 0.79881 -0.08 0.10 -0.12
O 3.83434 1.00811 -0.53908 0.04 0.39 0.03
B 2.57938 0.65361 -0.98400 0.35 -0.69 -0.13
O 2.57786 -0.72247 -1.33631 0.04 -0.07 0.12
C 3.95262 -1.11947 -1.51929 0.27 0.07 -0.27
C 4.25637 -0.92320 -3.00751 -0.11 0.03 0.15
C 4.15510 -2.58231 -1.15936 -0.12 0.11 -0.01
H 6.52185 1.05802 -0.48962 0.03 0.00 -0.02
H 5.90372 0.90809 -2.13537 0.02 -0.01 0.00
H 6.73103 -0.46644 -1.36657 0.01 0.00 -0.01
H 5.28288 0.22529 1.42443 0.02 -0.01 -0.01
H 5.78011 -1.36336 0.80976 -0.01 -0.03 0.03
H 4.08793 -1.05519 1.22687 -0.08 -0.03 0.10
H 4.01555 0.09945 -3.30074 0.07 0.00 -0.05
H 3.62587 -1.59558 -3.58943 -0.02 0.01 0.01
H 5.30041 -1.13254 -3.23871 0.00 -0.01 -0.02
H 3.87669 -2.81410 -0.13138 0.01 0.02 0.01
H 5.20511 -2.84539 -1.29831 0.01 -0.05 0.03
H 3.55914 -3.20515 -1.82756 0.00 -0.01 0.01